[1]
{"formula": "C14H46O9P", "method": "ωB97M-V/def2-TZVPD", "elements": ["C", "C", "O", "C", "P", "C", "C", "C", "H", "H", "H", "H", "H", "H", "H", "H", "H", "H", "H", "H", "H", "H", "C", "O", "H", "H", "H", "H", "C", "O", "H", "H", "H", "H", "C", "O", "H", "H", "H", "H", "C", "O", "H", "H", "H", "H", "C", "O", "H", "H", "H", "H", "C", "O", "H", "H", "H", "H", "C", "O", "H", "H", "H", "H", "C", "O", "H", "H", "H", "H"], "coordinates": [[4.4049, -0.3451, 1.7269], [3.2101, -0.9250, 0.7654], [2.1180, -1.6138, 1.4688], [2.5158, -2.9343, 1.9768], [2.4705, -4.2740, 0.5630], [1.6739, -3.5303, -1.0374], [4.3021, -4.7939, 0.2444], [5.0870, -3.8399, -0.8400], [5.0112, 0.5526, 1.2858], [4.0193, -0.0451, 2.8003], [5.1763, -1.2381, 1.9087], [3.6050, -1.5894, -0.1264], [2.7158, 0.0289, 0.2444], [3.6491, -2.9621, 2.3186], [1.5890, -4.4455, -1.7898], [0.5717, -3.2528, -0.7419], [2.2875, -2.6487, -1.5011], [4.8579, -4.6236, 1.2872], [4.4093, -5.9143, -0.1380], [5.4578, -2.8866, -0.2258], [6.0193, -4.3473, -1.3481], [4.3893, -3.4006, -1.6918], [3.3386, 3.2366, 2.6603], [4.6317, 2.7071, 2.8879], [3.2855, 3.6170, 1.6375], [2.5928, 2.4490, 2.7930], [3.1499, 4.0537, 3.3608], [4.6486, 2.3776, 3.8026], [1.8246, 4.0984, -1.2115], [3.0076, 3.4207, -0.8303], [0.9651, 3.5880, -0.7706], [1.8602, 5.1281, -0.8475], [1.7326, 4.0883, -2.3002], [3.7527, 3.8959, -1.2359], [-1.5883, 2.8288, 0.7690], [-0.6948, 2.3222, -0.2053], [-1.8884, 3.8400, 0.4842], [-2.4731, 2.1895, 0.8208], [-1.0900, 2.8591, 1.7410], [-0.4462, 1.4246, 0.0741], [-2.7069, -2.6741, 0.3486], [-1.4139, -3.2036, 0.5763], [-2.7600, -2.2937, -0.6742], [-3.4527, -3.4617, 0.4813], [-2.8956, -1.8570, 1.0491], [-1.3969, -3.5332, 1.4909], [-5.2908, 2.5444, -0.2221], [-4.8515, 2.0520, 1.0303], [-4.8537, 3.5317, -0.3889], [-4.9668, 1.8662, -1.0153], [-6.3805, 2.6264, -0.2205], [-5.2552, 1.1756, 1.1505], [-0.6229, -4.0852, -3.7891], [0.7632, -4.0474, -4.0750], [-0.7767, -3.8194, -2.7406], [-1.1467, -3.3675, -4.4253], [-1.0052, -5.0932, -3.9671], [0.8685, -4.2874, -5.0113], [-6.3613, -1.5435, 0.1892], [-6.4119, -0.9515, 1.4742], [-5.7890, -0.8951, -0.4783], [-5.8717, -2.5182, 0.2551], [-7.3758, -1.6589, -0.2000], [-6.9256, -1.5488, 2.0441], [-3.4366, 6.5760, -0.4553], [-2.5431, 6.0694, -1.4295], [-3.7367, 7.5872, -0.7401], [-4.3213, 5.9367, -0.4034], [-2.9383, 6.6063, 0.5168], [-2.2945, 5.1718, -1.1501]], "forces_ev_per_a": [[0.73, -1.36, 0.48], [-0.73, 1.49, -0.73], [2.63, 0.53, -0.63], [0.90, -0.63, -0.76], [-0.38, 0.01, 0.97], [0.03, -0.58, -0.54], [1.69, 0.41, -1.14], [0.26, 1.09, 0.41], [-1.38, -1.69, 0.63], [0.48, -0.56, -2.29], [-1.53, 1.94, -0.31], [-0.45, 1.14, 1.97], [0.87, -1.82, 1.05], [-1.73, 0.37, -0.58], [0.34, 2.10, 1.41], [2.31, -0.24, -0.49], [-1.47, -1.50, 0.62], [-1.28, -0.73, -2.18], [-0.34, 2.20, 1.05], [-0.62, -1.99, -1.48], [-1.75, 0.92, 1.02], [1.34, -1.17, 1.71], [-0.06, -0.07, 0.09], [0.39, 0.03, 0.53], [0.08, -0.18, 0.14], [-0.19, 0.12, -0.11], [-0.24, 0.11, -0.02], [0.06, 0.07, -0.62], [-0.01, 0.10, -0.03], [0.65, 0.10, -0.08], [0.29, 0.03, -0.11], [-0.20, 0.16, -0.10], [-0.23, 0.13, -0.04], [-0.36, -0.40, 0.29], [0.00, -0.51, 0.10], [0.14, -0.39, -0.12], [0.09, -0.06, 0.01], [-0.07, 0.28, 0.21], [-0.20, 0.17, 0.12], [0.02, 0.40, -0.23], [0.38, -0.16, 0.29], [-0.29, -0.14, 0.20], [0.09, -0.06, 0.10], [-0.31, 0.10, -0.07], [-0.29, 0.12, -0.08], [0.40, 0.19, -0.49], [-0.05, -0.26, 0.14], [-0.14, -0.34, 0.19], [-0.02, -0.15, 0.08], [-0.07, 0.17, -0.24], [-0.04, 0.12, -0.25], [0.18, 0.33, 0.16], [0.06, -0.02, -0.11], [0.25, -0.10, -0.61], [0.18, -0.05, -0.15], [-0.26, 0.00, 0.07], [-0.27, 0.01, 0.09], [0.01, 0.15, 0.56], [-0.09, -0.25, 0.01], [-0.21, 0.03, 0.49], [-0.06, -0.06, 0.16], [0.01, 0.01, -0.28], [0.07, -0.07, -0.24], [0.37, 0.47, -0.22], [0.12, -0.22, 0.03], [0.19, -0.38, -0.08], [0.10, -0.17, -0.04], [-0.15, 0.17, 0.20], [-0.22, 0.12, 0.14], [-0.02, 0.46, -0.28]], "mulliken_charge": [-0.84, 0.30, -0.02, -0.98, 0.12, -0.48, -0.64, -0.52, 0.28, 0.14, 0.27, -0.19, 0.06, 0.06, 0.25, -0.09, 0.20, 0.25, 0.34, 0.04, 0.30, 0.14, -0.38, -0.52, 0.01, 0.25, 0.33, 0.30, -0.23, -0.47, -0.08, 0.29, 0.30, 0.25, -0.19, -0.53, -0.08, 0.18, 0.28, 0.28, -0.74, -0.44, 0.28, 0.29, 0.33, 0.24, -0.30, -0.50, -0.07, 0.27, 0.32, 0.27, -0.27, -0.47, -0.02, 0.27, 0.26, 0.27, -0.41, -0.50, 0.16, 0.20, 0.31, 0.28, -0.52, -0.51, 0.28, 0.16, 0.26, 0.33], "total_charge": -1, "lumo_energy_ev": 1.942, "energy_ev": -42971.39034}

[2]
{"formula": "C14H47FeO10", "method": "ωB97M-V/def2-TZVPD", "elements": ["Fe", "C", "C", "O", "H", "H", "H", "H", "H", "C", "C", "O", "H", "H", "H", "H", "H", "H", "C", "C", "O", "H", "H", "H", "H", "H", "H", "C", "C", "O", "H", "H", "H", "H", "H", "H", "C", "C", "O", "H", "H", "H", "H", "H", "H", "C", "C", "O", "H", "H", "H", "H", "H", "H", "C", "C", "O", "H", "H", "H", "H", "H", "H", "O", "H", "H", "O", "H", "H", "O", "H", "H"], "coordinates": [[-2.5638, 2.6789, -1.3832], [-1.0507, -0.0889, 0.7329], [-0.9017, -0.0212, -0.7910], [-1.7943, 0.7695, -1.5305], [-0.4787, -0.8406, 1.2705], [-2.1072, -0.1030, 1.0175], [-0.8498, 0.8822, 1.2047], [-0.9349, -1.0504, -1.1595], [0.1352, 0.2682, -0.9901], [1.1088, -3.7071, -2.0921], [-0.3864, -3.6891, -2.4481], [-0.5173, -4.6412, -3.5099], [1.1029, -3.2403, -1.1030], [1.6270, -3.1857, -2.8930], [1.4615, -4.7159, -1.8892], [-0.7354, -2.6782, -2.6693], [-1.0129, -4.0057, -1.6095], [-1.4476, -4.8814, -3.5677], [0.5484, 0.0982, -5.6462], [0.0930, -0.0332, -4.2176], [-1.3347, -0.0311, -4.2630], [0.1585, -0.7847, -6.1515], [1.6293, 0.1378, -5.7881], [0.1902, 1.0215, -6.1024], [0.5184, 0.7163, -3.5415], [0.4588, -0.9842, -3.8165], [-1.6389, 0.0648, -3.3519], [2.9101, -1.1189, 0.2519], [2.7161, -2.3287, 1.1994], [3.6342, -3.3150, 0.7546], [2.2222, -0.3135, 0.5311], [2.6027, -1.4561, -0.7388], [3.9047, -0.6836, 0.1707], [1.6812, -2.6733, 1.1617], [2.8716, -2.0854, 2.2537], [4.4041, -3.2258, 1.3224], [-2.6692, -1.4514, 3.9737], [-3.0054, -0.0108, 3.7335], [-3.7803, 0.4696, 4.8407], [-3.5608, -2.0486, 4.1734], [-2.0691, -1.5900, 4.8733], [-2.1810, -1.9308, 3.1251], [-3.4299, 0.1820, 2.7439], [-2.1470, 0.6712, 3.7612], [-4.1030, 1.3428, 4.6015], [1.0769, 1.0611, 3.8084], [1.8804, 2.2174, 3.2679], [1.5057, 3.4779, 3.8138], [1.4222, 0.8647, 4.8226], [1.2852, 0.2179, 3.1455], [0.0025, 1.2247, 3.7378], [1.7948, 2.4085, 2.1938], [2.9591, 2.0804, 3.3963], [1.6129, 3.3656, 4.7657], [2.5998, 2.6692, -0.5885], [2.3968, 4.1693, -0.3417], [1.4705, 4.8062, -1.2279], [2.7359, 2.4381, -1.6428], [1.7905, 2.1233, -0.1008], [3.4759, 2.3105, -0.0474], [3.3046, 4.7753, -0.4059], [2.0567, 4.4188, 0.6698], [1.4366, 5.7411, -1.0035], [-3.2020, -2.2137, -2.1196], [-2.9226, -1.2935, -2.1018], [-3.3866, -2.4283, -1.1990], [-0.8863, 3.5244, -0.5259], [-0.7424, 3.6401, 0.4225], [-0.2728, 4.1606, -0.9530], [-4.6521, -1.0164, 0.5094], [-4.4244, -0.0856, 0.5646], [-5.5965, -1.0470, 0.6955]], "forces_ev_per_a": [[2.57, -3.44, 0.09], [-1.39, 1.84, 0.12], [1.40, -0.78, 0.78], [-2.05, 2.88, 0.41], [-0.03, -0.18, -0.36], [-0.13, -1.06, -0.21], [0.85, 0.14, -0.18], [-0.40, 0.00, -0.24], [0.00, 0.35, -0.22], [-1.78, 0.29, 0.78], [0.80, -1.28, 0.04], [-0.55, 0.60, 0.07], [0.81, 0.60, -0.20], [0.52, -0.05, 0.37], [0.05, -0.05, -0.51], [0.07, -0.04, -0.58], [0.15, -0.12, 0.19], [0.00, 0.02, -0.22], [0.31, 0.13, -0.17], [0.22, -0.42, -0.08], [0.23, 0.33, 0.46], [0.02, 0.24, -0.39], [0.07, -0.28, 0.34], [-0.37, -0.15, -0.02], [-0.27, 0.44, -0.11], [-0.09, -0.17, -0.01], [-0.06, -0.01, -0.06], [-1.26, -0.06, 0.32], [0.84, 1.11, -0.59], [-0.34, -0.40, 0.53], [-0.04, 0.12, 0.04], [0.15, 0.06, -0.09], [0.17, -0.38, 0.35], [0.09, -0.32, -0.38], [0.22, 0.15, 0.00], [0.14, -0.24, -0.14], [-0.09, -0.65, 0.19], [0.62, 1.17, 0.72], [-0.60, -0.33, -0.57], [-0.24, 0.26, -0.19], [0.23, 0.23, -0.12], [0.16, 0.20, -0.01], [-0.71, -0.33, 0.14], [0.65, -0.57, -0.32], [-0.08, 0.04, 0.21], [0.46, -0.02, -0.83], [0.32, 1.01, -0.77], [-0.04, -0.23, 0.55], [-0.37, -0.29, 0.04], [0.11, -0.33, 0.36], [0.03, 0.22, 0.31], [-0.38, -0.54, -0.09], [-0.01, -0.31, 0.28], [-0.11, 0.45, 0.07], [-0.24, 0.81, 0.63], [0.85, 0.86, 0.83], [-1.29, -0.52, -0.62], [-0.24, -0.06, 0.02], [-0.28, -0.18, -0.59], [0.21, 0.31, -0.09], [0.39, -0.57, -0.29], [-0.04, -0.70, 0.25], [0.21, 0.07, -0.09], [0.04, -0.07, 0.00], [-0.12, 0.05, 0.01], [-0.16, 0.10, 0.04], [-0.96, 0.24, -0.04], [-0.07, -0.14, 0.09], [0.84, 0.02, -0.26], [0.05, 0.03, -0.03], [-0.01, 0.02, 0.03], [-0.03, -0.12, 0.00]], "mulliken_charge": [0.96, -0.68, 1.34, -0.47, 0.40, -0.36, 0.07, -0.33, -0.09, -0.57, 0.08, -0.57, -0.19, 0.30, 0.37, -0.04, 0.37, 0.30, -1.48, 0.79, -0.56, 0.34, 0.38, 0.34, 0.03, -0.14, 0.18, -0.11, -0.57, -0.50, -0.23, 0.12, 0.42, 0.13, 0.45, 0.32, -1.06, 0.34, -0.55, 0.34, 0.32, 0.29, 0.08, 0.01, 0.30, -0.70, 0.36, -0.57, 0.47, 0.03, 0.10, -0.36, 0.33, 0.30, -0.34, -0.55, -0.64, 0.44, -0.37, 0.36, 0.43, 0.35, 0.33, -0.59, 0.28, 0.29, -0.51, 0.31, 0.43, -0.53, 0.20, 0.29], "total_charge": 1, "lumo_energy_ev": [-6.306, -6.496], "energy_ev": -70131.13820, "s_squared": 6.010, "multiplicity": 5}

[3]
{"formula": "C14H47N3O8", "method": "ωB97M-V/def2-TZVPD", "elements": ["C", "O", "C", "C", "C", "N", "H", "H", "H", "H", "H", "H", "H", "H", "H", "H", "H", "C", "O", "C", "C", "C", "N", "H", "H", "H", "H", "H", "H", "H", "H", "H", "H", "H", "C", "O", "C", "C", "C", "N", "H", "H", "H", "H", "H", "H", "H", "H", "H", "H", "H", "C", "C", "O", "H", "H", "H", "H", "H", "H", "O", "H", "H", "O", "H", "H", "O", "H", "H", "O", "H", "H"], "coordinates": [[31.1383, -1.1028, -0.9653], [30.3886, -1.8230, 0.0612], [28.9921, -1.6023, -0.2183], [28.0448, -2.6349, 0.5272], [26.5849, -2.3893, 0.1415], [28.1621, -2.4168, 1.9810], [30.8040, -1.4689, -1.9360], [32.2120, -1.2577, -0.8592], [30.9286, -0.0364, -0.8819], [28.7877, -0.5861, 0.1189], [28.8479, -1.5536, -1.2976], [28.3374, -3.6545, 0.2763], [26.4970, -2.5027, -0.9390], [26.2159, -1.3975, 0.4027], [25.9684, -3.1272, 0.6549], [29.0667, -1.9915, 2.1256], [27.4736, -1.7772, 2.3510], [30.1275, -11.9601, 7.2719], [29.5126, -10.7453, 6.8495], [28.6407, -10.9804, 5.6643], [27.8645, -9.7368, 5.4678], [27.1982, -9.6886, 4.0050], [28.7122, -8.5673, 5.4983], [30.4945, -11.9009, 8.2966], [30.9493, -12.1116, 6.5720], [29.5402, -12.8723, 7.1668], [29.2473, -11.1826, 4.7815], [27.9873, -11.8478, 5.7579], [27.1050, -9.4663, 6.2014], [26.6621, -8.7651, 3.7864], [26.5299, -10.5485, 3.9600], [27.9686, -9.8777, 3.2575], [29.5645, -8.7844, 5.0019], [28.2867, -7.8137, 4.9776], [35.5156, 5.8442, 0.6199], [35.2820, 4.6367, 1.3820], [35.7520, 4.7710, 2.7406], [35.5489, 3.4829, 3.5532], [34.1102, 3.0129, 3.4753], [36.0637, 3.5827, 4.8394], [35.0605, 6.7697, 0.9726], [35.0229, 5.7206, -0.3445], [36.5952, 5.9394, 0.5038], [36.8259, 4.9567, 2.7531], [35.3585, 5.6284, 3.2865], [36.1532, 2.7433, 3.0281], [34.0017, 2.1108, 4.0774], [33.8145, 2.8585, 2.4376], [33.4216, 3.7446, 3.8980], [37.0634, 3.5094, 4.7154], [35.8432, 2.6822, 5.2402], [33.3031, -6.4467, -3.9204], [32.2405, -6.7135, -2.8612], [31.9318, -8.0058, -2.8615], [32.9512, -6.7013, -4.9201], [34.2276, -7.0037, -3.7680], [33.5203, -5.3788, -3.8957], [31.3161, -6.1838, -3.0915], [32.5117, -6.3806, -1.8594], [32.5460, -8.3756, -2.2230], [36.8923, -2.3448, 6.5986], [36.5618, -2.6818, 5.7659], [37.0067, -3.1230, 7.1440], [32.2065, -3.6095, 7.8303], [32.3801, -2.8267, 8.3531], [32.4907, -3.3759, 6.9466], [33.7306, -8.8836, 3.2422], [33.6265, -9.6580, 2.6894], [34.5610, -9.0235, 3.6973], [34.0268, -4.0219, 2.8504], [33.8141, -4.9537, 2.7961], [33.4582, -3.6078, 2.2013]], "forces_ev_per_a": [[-0.60, -0.58, 0.91], [0.10, 0.25, -1.17], [-0.08, -0.52, 0.62], [0.25, 2.20, 0.15], [0.49, -0.47, -0.48], [0.67, -0.51, -0.25], [0.16, 0.08, -0.17], [-0.18, -0.21, 0.26], [-0.01, 0.14, -0.07], [-0.49, 0.17, 0.30], [-0.21, -0.56, -0.24], [0.09, 0.01, -0.03], [-0.33, -0.12, -0.02], [0.25, 0.10, 0.11], [-0.11, 0.00, -0.14], [0.18, -0.10, 0.48], [-0.16, 0.08, -0.27], [0.58, 0.23, -0.99], [-1.72, -1.45, -0.82], [1.09, 0.24, 1.67], [-1.44, 2.57, -2.68], [0.17, -1.82, 1.56], [1.36, 0.50, 0.39], [-0.08, 0.34, -0.13], [0.58, -0.26, 0.24], [-0.68, 0.17, 0.15], [0.41, 0.13, -0.12], [-0.04, -0.11, 0.53], [-0.25, -1.04, 0.23], [0.09, -0.08, 0.26], [-0.49, 0.08, -0.40], [0.12, 0.27, -0.01], [0.41, 0.14, 0.03], [-0.12, 0.09, 0.08], [-0.13, -1.10, -0.16], [-0.12, 1.26, 0.95], [0.42, -0.20, -0.04], [-1.03, -0.08, -3.90], [-0.13, 0.26, 0.41], [0.68, 0.10, 2.11], [0.10, -0.10, 0.89], [0.32, -0.43, -0.12], [0.02, 0.38, -0.17], [0.43, 0.07, -0.35], [-0.71, 0.14, -0.18], [-0.14, -0.38, -0.66], [-0.13, -0.25, -0.22], [0.08, -0.21, 0.14], [0.03, 0.19, 0.09], [0.43, 0.40, 0.45], [-0.11, -0.06, 0.77], [-0.02, 0.96, 0.16], [0.34, 3.04, -0.92], [-0.64, -3.96, 0.92], [-0.22, -0.02, 0.10], [-0.02, -0.02, 0.29], [0.30, 0.09, -0.23], [0.05, 0.44, -0.24], [0.41, 0.33, 0.08], [-0.20, -0.85, -0.16], [0.05, 0.24, 0.07], [-0.11, -0.07, -0.26], [0.03, -0.17, 0.17], [-0.08, -0.20, 0.10], [0.04, 0.18, 0.16], [0.06, 0.02, -0.27], [-0.14, 0.21, -0.03], [-0.07, -0.19, -0.15], [0.20, 0.00, 0.17], [0.22, 0.13, 0.16], [-0.06, -0.29, 0.03], [-0.17, 0.16, -0.15]], "mulliken_charge": [-0.71, -0.33, -0.84, 0.52, -1.51, -0.66, 0.30, 0.26, 0.30, 0.30, 0.46, 0.25, 0.38, 0.38, 0.39, 0.26, 0.25, -0.74, -0.31, -0.66, 0.28, -1.34, -0.63, 0.25, 0.29, 0.30, 0.34, 0.43, 0.24, 0.39, 0.35, 0.34, 0.24, 0.23, -0.74, -0.30, -0.76, 0.51, -1.34, -0.76, 0.30, 0.25, 0.30, 0.32, 0.39, 0.23, 0.39, 0.32, 0.31, 0.29, 0.28, -0.90, -0.28, -0.50, 0.26, 0.28, 0.31, 0.23, 0.29, 0.32, -0.64, 0.32, 0.32, -0.64, 0.32, 0.32, -0.63, 0.31, 0.32, -0.63, 0.32, 0.31], "smiles": "COC[C@H](C)N.COC[C@H](C)N.COC[C@H](C)N.CCO.O.O.O.O", "lumo_energy_ev": 0.197, "energy_ev": -36126.53002}

Q: Number 1 is which compound?
A: C14H46O9P